The following is a quantum chemistry calculation of 19 unconnected molecules or ions with the total composition C52H108Cl15N9O24 at a distorted geometry, from the OMol25 dataset.

Values from the calculation:
Orbital gap = 9.01 eV
HOMO = -9.00 eV
LUMO = 0.00 eV
Largest force on an atom = 4.14 eV/Å

Last columns: bonded neighbours and bond lengths (Å).
Positions of all 208 atoms, in Å:
1 C -1.9389 5.9708 -1.0472  Cl2 1.805, Cl3 1.738, Cl4 1.760, H5 1.103
2 Cl -1.9457 5.3480 0.6471  C1 1.805
3 Cl -3.2218 7.1078 -1.3334  C1 1.738
4 Cl -1.9573 4.6057 -2.1575  C1 1.760
5 H -0.9515 6.4595 -1.1088  C1 1.103
6 C -0.5956 1.4750 -5.0385  Cl7 1.803, Cl8 1.771, Cl9 1.760, H10 1.083
7 Cl -0.4938 -0.2042 -5.6864  C6 1.803
8 Cl -2.1783 1.5625 -4.2480  C6 1.771
9 Cl -0.3390 2.6749 -6.3001  C6 1.760
10 H 0.1167 1.5798 -4.2290  C6 1.083
11 C -3.3576 -3.9163 -5.8812  Cl12 1.762, Cl13 1.730, Cl14 1.731, H15 1.136
12 Cl -5.0237 -4.3493 -6.2569  C11 1.762
13 Cl -3.1347 -2.2011 -5.8547  C11 1.730
14 Cl -2.3118 -4.5464 -7.1080  C11 1.731
15 H -3.1320 -4.4026 -4.8794  C11 1.136
16 C 0.2786 -5.1121 -3.5336  Cl17 1.720, Cl18 1.792, Cl19 1.707, H20 1.081
17 Cl 0.4362 -3.7978 -4.6312  C16 1.720
18 Cl 1.9595 -5.4520 -3.0147  C16 1.792
19 Cl -0.3418 -6.5037 -4.3039  C16 1.707
20 H -0.3211 -4.8397 -2.6770  C16 1.081
21 C -5.6085 -0.4010 2.8129  Cl22 1.818, Cl23 1.774, Cl24 1.728, H25 1.115
22 Cl -7.0773 0.1504 1.8949  C21 1.818
23 Cl -5.2111 -1.9882 2.1269  C21 1.774
24 Cl -5.8749 -0.3320 4.5193  C21 1.728
25 H -4.8172 0.3265 2.5170  C21 1.115
26 C -5.3761 4.0264 3.8486  C27 1.506, H33 1.087, H34 1.110, H35 1.132
27 C -4.3815 4.4450 2.7987  C26 1.506, O28 1.473, H36 1.075, H37 1.065
28 O -4.8950 4.0471 1.4762  C27 1.473, C29 1.277
29 C -4.4852 2.9068 1.0719  O28 1.277, O30 1.215, O31 1.376
30 O -3.8142 2.0360 1.5886  C29 1.215
31 O -4.9694 2.7564 -0.2073  C29 1.376, C32 1.408
32 C -4.4045 1.7635 -1.0305  O31 1.408, H38 1.111, H39 1.097, H40 1.082
33 H -6.2817 4.6232 3.9181  C26 1.087
34 H -4.8359 4.1063 4.8147  C26 1.110
35 H -5.7086 2.9588 3.6748  C26 1.132
36 H -3.4513 3.9258 2.9463  C27 1.075
37 H -4.4337 5.5078 2.7556  C27 1.065
38 H -5.1424 1.5433 -1.8315  C32 1.111
39 H -4.2661 0.8464 -0.4438  C32 1.097
40 H -3.4911 2.1637 -1.4502  C32 1.082
41 C 2.8285 -0.4988 -4.2601  C42 1.536, H48 1.135, H49 1.026, H50 1.097
42 C 3.5007 0.1370 -5.4856  C41 1.536, O43 1.415, H51 1.068, H52 1.075
43 O 4.5994 0.9874 -5.2165  C42 1.415, C44 1.310
44 C 5.7464 0.5084 -4.8043  O43 1.310, O45 1.208, O46 1.354
45 O 6.0890 -0.6503 -4.7827  C44 1.208
46 O 6.5166 1.5789 -4.4963  C44 1.354, C47 1.440
47 C 7.7002 1.1475 -3.7980  O46 1.440, H53 1.080, H54 1.085, H55 1.089
48 H 1.9335 -1.0172 -4.7264  C41 1.135
49 H 2.5166 0.2185 -3.5955  C41 1.026
50 H 3.4194 -1.2514 -3.7239  C41 1.097
51 H 2.8817 0.7542 -6.0988  C42 1.068
52 H 3.7286 -0.7056 -6.1126  C42 1.075
53 H 8.3557 1.9999 -3.6976  C47 1.080
54 H 8.2466 0.4165 -4.3839  C47 1.085
55 H 7.4740 0.7771 -2.7997  C47 1.089
56 C 1.6456 -5.2225 3.3444  C57 1.535, H63 1.094, H64 1.066, H65 1.111
57 C 2.1075 -3.7626 3.4475  C56 1.535, O58 1.510, H66 1.084, H67 1.075
58 O 2.2722 -3.2541 4.8602  C57 1.510, C59 1.322
59 C 3.4801 -3.3882 5.3799  O58 1.322, O60 1.191, O61 1.325
60 O 4.3673 -4.0169 4.8953  C59 1.191
61 O 3.4145 -2.8253 6.5773  C59 1.325, C62 1.467
62 C 4.7002 -2.9318 7.2763  O61 1.467, H68 1.108, H69 1.106, H70 1.065
63 H 0.6926 -5.2344 3.8809  C56 1.094
64 H 2.3155 -5.9265 3.7832  C56 1.066
65 H 1.4358 -5.5392 2.3003  C56 1.111
66 H 1.3692 -3.0686 3.0620  C57 1.084
67 H 3.0014 -3.5130 2.9050  C57 1.075
68 H 5.4809 -3.0971 6.5073  C62 1.108
69 H 4.6976 -3.7479 8.0235  C62 1.106
70 H 4.7503 -1.9899 7.7715  C62 1.065
71 C 3.9391 4.4965 -4.1997  C72 1.576, H78 1.094, H79 1.103, H80 1.040
72 C 2.5512 3.8580 -4.5869  C71 1.576, O73 1.403, H81 1.140, H82 1.096
73 O 1.4869 4.6422 -4.1173  C72 1.403, C74 1.323
74 C 1.1532 5.7680 -4.7257  O73 1.323, O75 1.234, O76 1.328
75 O 1.5867 6.0781 -5.8388  C74 1.234
76 O 0.1977 6.3575 -4.0154  C74 1.328, C77 1.480
77 C -0.5156 7.3628 -4.8341  O76 1.480, H83 1.087, H84 1.035, H85 1.079
78 H 3.9573 5.5474 -4.5038  C71 1.094
79 H 4.8057 4.0223 -4.6897  C71 1.103
80 H 4.0830 4.4186 -3.1726  C71 1.040
81 H 2.3306 2.8917 -4.0242  C72 1.140
82 H 2.4105 3.6849 -5.6598  C72 1.096
83 H -1.3319 7.7179 -4.2096  C77 1.087
84 H -0.9047 7.0049 -5.7239  C77 1.035
85 H 0.0645 8.2358 -5.0913  C77 1.079
86 C -8.3544 -6.1938 -1.9824  C87 1.532, H93 1.139, H94 1.114, H95 1.142
87 C -7.5231 -5.2439 -1.1136  C86 1.532, O88 1.399, H96 1.083, H97 1.089
88 O -6.5536 -4.6603 -1.9357  C87 1.399, C89 1.389
89 C -5.7771 -3.6838 -1.3251  O88 1.389, O90 1.222, O91 1.334
90 O -5.4121 -3.7093 -0.1594  C89 1.222
91 O -5.3778 -2.7913 -2.2330  C89 1.334, C92 1.455
92 C -4.3028 -1.8949 -1.8356  O91 1.455, H98 1.075, H99 1.107, H100 1.070
93 H -7.6221 -6.9048 -2.4887  C86 1.139
94 H -8.8783 -5.6652 -2.8113  C86 1.114
95 H -9.0830 -6.7420 -1.2948  C86 1.142
96 H -7.1194 -5.8815 -0.3362  C87 1.083
97 H -8.0987 -4.4810 -0.5911  C87 1.089
98 H -4.6025 -1.3640 -0.9507  C92 1.075
99 H -4.2581 -1.1733 -2.6740  C92 1.107
100 H -3.4233 -2.4983 -1.7514  C92 1.070
101 C -1.3484 -3.0681 2.6262  C102 1.501, H106 1.079, H107 1.087, H108 1.090
102 C -1.0494 -1.6036 2.4927  C101 1.501, O103 1.239, N104 1.366
103 O -0.7952 -1.0622 1.4070  C102 1.239
104 N -1.1985 -0.8314 3.6091  C102 1.366, C105 1.463, H109 0.967
105 C -1.1995 0.6311 3.5650  N104 1.463, H110 1.109, H111 1.101, H112 1.109
106 H -2.4051 -3.1855 2.8106  C101 1.079
107 H -0.9146 -3.3366 3.5860  C101 1.087
108 H -0.9990 -3.6366 1.7640  C101 1.090
109 H -1.4092 -1.2822 4.4387  N104 0.967
110 H -0.1841 1.0642 3.6745  C105 1.109
111 H -1.8639 1.1557 4.2696  C105 1.101
112 H -1.5613 0.7771 2.5274  C105 1.109
113 C 3.1608 2.4611 -1.1483  C114 1.536, H118 1.101, H119 1.108, H120 1.067
114 C 3.1877 2.1476 0.3551  C113 1.536, O115 1.223, N116 1.390
115 O 3.5972 1.0831 0.7977  C114 1.223
116 N 2.7257 3.1481 1.2016  C114 1.390, C117 1.424, H121 1.039
117 C 2.6621 4.5018 0.7641  N116 1.424, H122 1.075, H123 1.118, H124 1.106
118 H 3.2885 1.4597 -1.5866  C113 1.101
119 H 4.0032 3.1607 -1.3176  C113 1.108
120 H 2.2264 2.8261 -1.5129  C113 1.067
121 H 2.8173 2.9988 2.2262  N116 1.039
122 H 2.0132 5.0151 1.4498  C117 1.075
123 H 2.1027 4.4534 -0.2031  C117 1.118
124 H 3.6240 5.0337 0.6394  C117 1.106
125 C 2.2252 2.3405 6.3880  C126 1.545, H130 1.120, H131 1.079, H132 1.052
126 C 2.4122 1.7879 4.9571  C125 1.545, O127 1.213, N128 1.359
127 O 2.8336 2.5541 4.1169  C126 1.213
128 N 2.0558 0.4898 4.7739  C126 1.359, C129 1.452, H133 1.005
129 C 2.4360 -0.2281 3.5709  N128 1.452, H134 1.119, H135 1.104, H136 1.099
130 H 3.2478 2.4219 6.8372  C125 1.120
131 H 1.6822 1.5953 6.9481  C125 1.079
132 H 1.7266 3.2629 6.2988  C125 1.052
133 H 1.5285 -0.0211 5.4599  N128 1.005
134 H 3.2969 -0.9288 3.7110  C129 1.119
135 H 2.6167 0.4333 2.7061  C129 1.104
136 H 1.5908 -0.8292 3.2087  C129 1.099
137 C -0.5829 1.7856 -0.2217  C138 1.496, H142 1.061, H143 1.082, H144 1.093
138 C -0.3040 0.8832 -1.3815  C137 1.496, O139 1.248, N140 1.361
139 O 0.3534 1.3771 -2.3198  C138 1.248
140 N -0.8560 -0.3611 -1.3783  C138 1.361, C141 1.456, H145 0.972
141 C -0.5890 -1.4081 -2.3539  N140 1.456, H146 1.099, H147 1.116, H148 1.104
142 H -1.6249 1.7778 -0.0241  C137 1.061
143 H -0.2343 2.7739 -0.4912  C137 1.082
144 H -0.2373 1.4288 0.7524  C137 1.093
145 H -1.3630 -0.5770 -0.5773  N140 0.972
146 H -1.3206 -1.4081 -3.1743  C141 1.099
147 H -0.5785 -2.4254 -1.8944  C141 1.116
148 H 0.4021 -1.1895 -2.7871  C141 1.104
149 C 2.5546 7.5439 -1.6927  C150 1.552, H154 1.092, H155 1.110, H156 1.114
150 C 1.8292 7.6147 -0.3227  C149 1.552, O151 1.236, N152 1.347
151 O 0.6374 7.2978 -0.2348  C150 1.236
152 N 2.5918 7.9883 0.7234  C150 1.347, C153 1.466, H157 1.003
153 C 2.0861 7.7319 2.0755  N152 1.466, H158 1.048, H159 1.113, H160 1.108
154 H 1.8030 7.5397 -2.4842  C149 1.092
155 H 3.1043 6.5926 -1.5310  C149 1.110
156 H 3.2475 8.4162 -1.7244  C149 1.114
157 H 3.5665 8.1367 0.5381  N152 1.003
158 H 2.1697 6.7153 2.3157  C153 1.048
159 H 1.0533 8.1214 2.2160  C153 1.113
160 H 2.7418 8.2995 2.7649  C153 1.108
161 C -3.7201 -6.7816 -2.7932  C162 1.493, H166 1.085, H167 1.078, H168 1.116
162 C -3.1005 -5.6067 -2.1121  C161 1.493, O163 1.198, N164 1.368
163 O -2.7296 -4.6058 -2.6565  C162 1.198
164 N -3.0374 -5.7646 -0.7543  C162 1.368, C165 1.434, H169 1.001
165 C -2.3817 -4.8772 0.1622  N164 1.434, H170 1.067, H171 1.051, H172 1.087
166 H -4.3246 -7.3204 -2.0704  C161 1.085
167 H -2.8598 -7.3964 -3.0028  C161 1.078
168 H -4.2928 -6.4719 -3.7002  C161 1.116
169 H -3.3416 -6.6922 -0.5337  N164 1.001
170 H -1.4314 -4.5774 -0.2189  C165 1.067
171 H -2.1094 -5.3242 1.0733  C165 1.051
172 H -2.9552 -4.0018 0.4575  C165 1.087
173 C -0.8694 5.5015 4.2432  C174 1.525, H178 1.103, H179 1.114, H180 1.107
174 C 0.5412 5.9539 4.6060  C173 1.525, O175 1.217, N176 1.369
175 O 1.5028 5.3184 4.2163  C174 1.217
176 N 0.6231 6.9956 5.4905  C174 1.369, C177 1.485, H181 1.030
177 C 1.9807 7.3029 6.0077  N176 1.485, H182 1.081, H183 1.095, H184 1.128
178 H -0.9438 4.4239 4.4670  C173 1.103
179 H -0.9894 5.7187 3.1577  C173 1.114
180 H -1.6112 6.0890 4.8177  C173 1.107
181 H -0.1691 7.2678 6.0901  N176 1.030
182 H 1.8547 8.0147 6.8110  C177 1.081
183 H 2.6137 7.6948 5.2053  C177 1.095
184 H 2.4158 6.3422 6.4072  C177 1.128
185 C -0.5247 -8.6901 -1.4026  C186 1.503, H190 1.100, H191 1.082, H192 1.093
186 C 0.5951 -9.1631 -0.5182  C185 1.503, O187 1.241, N188 1.366
187 O 0.8783 -10.3692 -0.4402  C186 1.241
188 N 1.3594 -8.2030 0.0809  C186 1.366, C189 1.428, H193 0.998
189 C 2.3215 -8.4394 1.1089  N188 1.428, H194 1.107, H195 1.113, H196 1.103
190 H -0.6872 -7.6027 -1.4172  C185 1.100
191 H -1.4138 -9.2167 -1.0827  C185 1.082
192 H -0.2575 -8.9992 -2.4168  C185 1.093
193 H 0.9670 -7.2863 0.0311  N188 0.998
194 H 2.0049 -8.6283 2.1524  C189 1.107
195 H 3.1897 -7.7437 1.1444  C189 1.113
196 H 2.6964 -9.4005 0.7197  C189 1.103
197 C 3.1512 -4.3242 -0.1362  C198 1.520, H202 1.086, H203 1.097, H204 1.087
198 C 1.6450 -4.1590 -0.0195  C197 1.520, O199 1.224, N200 1.398
199 O 0.8348 -5.0761 -0.0519  C198 1.224
200 N 1.1651 -2.8604 0.1770  C198 1.398, C201 1.452, H205 1.013
201 C 1.9611 -1.6495 0.0915  N200 1.452, H206 1.098, H207 1.106, H208 1.093
202 H 3.5608 -3.7091 -0.9326  C197 1.086
203 H 3.3608 -5.3902 -0.2879  C197 1.097
204 H 3.5809 -4.0106 0.8115  C197 1.087
205 H 0.1588 -2.7580 0.2225  N200 1.013
206 H 1.9945 -1.1495 -0.8855  C201 1.098
207 H 3.0105 -1.8327 0.3875  C201 1.106
208 H 1.4834 -0.9403 0.7725  C201 1.093